*i*
51
Properties=species:S:1:pos:R:3:nbo_charge:R:1 method="wB97M-V/def2-TZVPD" orbital_gap_ev=8.88 smiles="C[C@@](CO)(CNC(=O)c1cn2cnnc2cn1)NC(=O)Cc1cncn1C1CC1" charge=0
H -1.900 -3.789 0.861 0.22
C -2.703 0.267 0.709 0.71
C -1.294 1.249 -2.421 -0.07
H 5.071 3.079 -0.057 0.22
C -0.257 -2.006 2.304 -0.23
H -2.079 1.898 -2.788 0.22
C 3.132 -0.635 -1.657 0.08
H 0.053 2.905 1.649 0.22
C -1.644 -1.809 1.671 0.09
H 3.367 1.449 1.543 0.26
N 4.650 1.128 -2.576 -0.26
C -0.594 0.376 -3.413 -0.42
H -0.898 0.464 -4.445 0.23
C -2.415 1.723 0.342 -0.53
H -0.148 -3.056 2.583 0.21
C -1.852 -2.762 0.497 -0.62
H -4.215 -1.628 1.673 0.50
C 3.325 0.848 0.649 0.08
H -0.786 0.096 1.260 0.42
H -2.516 -0.576 -2.763 0.23
C 1.684 -0.631 1.692 0.65
H 0.903 -2.052 0.500 0.43
N 4.027 1.239 -0.459 -0.33
H -1.115 -0.785 -1.606 0.22
H 1.355 2.198 -2.250 0.21
N -1.662 -0.406 1.225 -0.64
N 1.134 2.704 -0.195 -0.48
N 5.191 2.241 -2.011 -0.24
N 2.464 -1.009 -0.615 -0.42
H -1.038 -2.684 -0.226 0.19
H -2.376 -2.952 3.330 0.18
H -2.663 2.314 1.227 0.26
C 4.817 2.305 -0.760 0.14
C -1.551 -0.229 -2.424 -0.41
C -1.019 2.046 -0.066 0.09
C 0.033 2.587 0.619 -0.09
N 0.796 -1.608 1.400 -0.62
C 0.751 2.237 -1.357 0.17
H -2.786 -2.544 -0.014 0.24
H -2.672 -1.214 3.461 0.17
O 1.731 -0.032 2.754 -0.63
O -3.983 -2.336 2.299 -0.73
H 3.063 -1.215 -2.570 0.22
C 2.567 -0.263 0.540 -0.01
N -0.539 1.812 -1.339 -0.35
C -2.690 -2.067 2.770 -0.06
O -3.832 -0.192 0.578 -0.67
H -0.156 -1.397 3.203 0.24
H 0.460 0.184 -3.265 0.22
H -3.140 1.996 -0.425 0.25
C 3.950 0.532 -1.639 0.23



*ii*
51
Properties=species:S:1:pos:R:3:nbo_charge:R:1 method="wB97M-V/def2-TZVPD" orbital_gap_ev=8.90 smiles="C[C@@](CO)(CNC(=O)c1cn2cnnc2cn1)NC(=O)Cc1cncn1C1CC1" charge=0
C 2.889 2.306 0.435 -0.42
N -0.305 -0.795 1.996 -0.64
O -2.011 0.057 4.620 -0.73
H 2.789 -0.971 2.969 0.25
H 3.219 0.261 -1.702 0.20
C -2.320 -0.687 3.475 -0.06
C -0.165 -0.228 -4.814 0.23
C 0.682 -0.876 2.908 0.71
H -1.053 -0.049 4.754 0.50
H -2.743 -1.800 1.207 0.20
C 2.028 -2.218 -0.106 -0.09
C 2.833 -0.467 -1.006 0.18
H -2.144 1.759 -6.366 0.22
H -3.400 -0.593 3.331 0.18
C 2.001 -1.451 2.389 -0.53
C 3.241 0.964 0.998 -0.07
N -0.364 0.658 -6.758 -0.24
N 2.398 -1.662 -1.306 -0.47
O -3.409 0.811 -1.192 -0.62
N -0.537 -0.829 -2.554 -0.43
H 2.591 2.290 2.651 0.23
H 1.073 -1.549 -3.591 0.24
O 0.575 -0.576 4.090 -0.66
C -1.569 1.311 2.117 -0.62
N -1.299 0.559 -4.786 -0.33
C 2.245 -1.344 0.924 0.08
H -2.930 1.313 -3.651 0.25
H -1.215 1.634 1.135 0.21
H 4.227 0.844 1.430 0.22
C -1.369 1.088 -6.039 0.13
C -2.511 -0.747 1.021 -0.22
H 1.638 -3.222 -0.042 0.21
C -1.645 -0.211 2.174 0.08
H 2.004 -2.505 2.674 0.26
H 2.255 2.323 -0.440 0.22
H -0.898 1.688 2.888 0.23
N 0.399 -0.169 -5.998 -0.26
C -2.058 0.677 -3.647 0.04
N 2.753 -0.206 0.327 -0.35
H 3.648 3.074 0.467 0.23
C 0.184 -0.930 -3.621 0.10
H -2.554 1.744 2.290 0.23
H -2.096 -1.754 3.605 0.17
C 2.267 1.845 1.722 -0.41
C -2.424 0.102 -1.285 0.66
C -1.652 -0.019 -2.567 0.00
H -3.444 -0.187 0.988 0.24
H -0.002 -0.940 1.044 0.41
H 1.225 1.559 1.688 0.23
H -1.163 -1.265 -0.571 0.43
N -1.880 -0.617 -0.274 -0.63



Computed energies relative to the best structure, in eV: *i* 0.000; *ii* 0.198



*i*
33
Properties=species:S:1:pos:R:3:nbo_charge:R:1 method="wB97M-V/def2-TZVPD" orbital_gap_ev=8.47 smiles="COc1ccc2[nH]cc(CCNC(C)=O)c2c1" charge=0
N -2.158 -1.957 1.510 -0.62
C -0.913 0.148 1.756 -0.42
H 1.612 5.072 -3.184 0.20
H 3.353 1.950 -2.658 0.22
H -1.530 -2.269 0.787 0.40
H -2.473 -0.639 3.037 0.24
O 1.242 3.524 -1.980 -0.50
C 1.569 2.287 -1.491 0.28
H -2.981 -3.667 -0.135 0.20
C -3.470 -2.281 1.465 0.68
C -1.622 -1.008 2.460 -0.22
C -3.849 -3.215 0.334 -0.70
H -0.641 0.898 2.504 0.22
C 2.103 -0.201 -0.417 0.10
H 2.819 -2.099 0.185 0.41
H -0.931 -1.513 3.143 0.18
H -4.505 -3.990 0.721 0.24
C 2.962 0.306 -1.379 -0.22
H -4.408 -2.650 -0.410 0.24
O -4.276 -1.862 2.270 -0.63
H 2.110 3.505 -3.866 0.17
N 2.121 -1.381 0.271 -0.53
C 0.972 0.530 0.019 -0.01
C 2.067 4.109 -2.954 -0.25
H 0.901 -2.263 1.764 0.21
C 0.710 1.782 -0.528 -0.26
H 3.826 -0.252 -1.708 0.21
H -0.140 2.370 -0.222 0.22
H -1.608 0.623 1.058 0.22
H 3.083 4.274 -2.579 0.17
C 1.051 -1.411 1.127 -0.04
C 2.687 1.550 -1.910 -0.30
C 0.316 -0.267 1.009 -0.12



*ii*
33
Properties=species:S:1:pos:R:3:nbo_charge:R:1 method="wB97M-V/def2-TZVPD" orbital_gap_ev=9.13 smiles="CNC(=O)C(NC(=O)c1ccccc1)=C(C)C" charge=0
H 0.325 -4.860 -0.061 0.21
C 0.814 -2.822 1.756 -0.66
H -1.696 0.720 1.997 0.21
H -0.159 -2.720 2.242 0.21
N -0.040 -0.513 0.345 -0.62
H 0.865 -3.988 -1.512 0.25
H 2.009 -4.369 -0.228 0.22
H 1.462 -2.022 2.114 0.22
H -0.169 -0.654 1.336 0.41
H 1.242 -3.770 2.068 0.23
C 0.582 2.989 0.926 -0.19
C 0.681 -2.786 0.255 0.06
H -1.579 -0.508 -1.592 0.39
N -1.031 -1.012 -2.270 -0.60
H -2.074 2.475 3.662 0.22
C -1.285 -0.711 -3.657 -0.42
C 0.126 -1.595 -1.876 0.67
C -1.096 1.619 1.966 -0.22
C 0.284 -1.675 -0.386 0.03
O 0.911 -2.098 -2.654 -0.62
C -1.321 2.615 2.900 -0.21
H -0.764 4.561 3.593 0.22
H 0.928 4.896 1.827 0.22
C 0.981 -4.075 -0.438 -0.64
O 0.505 1.076 -1.195 -0.59
H -0.582 -1.293 -4.251 0.24
C 0.362 3.977 1.867 -0.21
H -2.308 -0.988 -3.918 0.19
H -1.131 0.351 -3.861 0.20
C -0.134 1.797 0.976 -0.08
H 1.309 3.120 0.139 0.24
C 0.151 0.775 -0.074 0.64
C -0.587 3.790 2.858 -0.19



Computed energies relative to the best structure, in eV: *i* 0.105; *ii* 0.000



*i*
12
Properties=species:S:1:pos:R:3:nbo_charge:R:1 method="wB97M-V/def2-TZVPD" orbital_gap_ev=8.54 charge=0
C -0.028 0.344 -0.013 0.14
C 0.911 -0.575 -0.239 -0.29
C -1.689 -0.157 0.227 -0.59
H 2.908 -1.073 -0.159 0.31
H -1.136 2.096 -0.297 0.22
N 2.769 0.886 0.126 -0.26
N 2.310 -0.220 -0.081 -0.23
H 0.702 -1.592 -0.546 0.22
H -1.763 -0.677 1.178 0.24
C -0.773 1.344 0.402 -0.27
H -1.664 -0.854 -0.622 0.23
H -2.576 0.458 0.059 0.28



*ii*
12
Properties=species:S:1:pos:R:3:nbo_charge:R:1 method="wB97M-V/def2-TZVPD" orbital_gap_ev=9.45 smiles=Cc1c[nH]cn1 charge=0
H 1.503 -0.725 -1.081 0.21
N -1.240 0.388 0.339 -0.44
C 0.998 0.653 1.459 -0.63
H -2.770 -0.361 -0.813 0.21
H 0.416 0.747 2.377 0.23
H 1.454 1.621 1.232 0.22
C 0.116 0.203 0.349 0.08
H -0.454 -1.115 -2.437 0.42
C 0.502 -0.461 -0.771 -0.10
N -0.624 -0.721 -1.508 -0.55
H 1.795 -0.080 1.616 0.21
C -1.696 -0.148 -0.763 0.15



*iii*
12
Properties=species:S:1:pos:R:3:nbo_charge:R:1 method="wB97M-V/def2-TZVPD" orbital_gap_ev=10.72 smiles=N#C[C@H]1CCN1 charge=0
H -1.657 -0.655 0.909 0.23
H -0.077 1.630 1.266 0.37
H 0.185 -0.917 -1.392 0.23
N 0.065 0.632 1.148 -0.60
C 1.196 0.188 0.310 -0.22
C -0.890 -0.124 0.334 -0.15
N -1.679 0.784 -1.976 -0.33
H 0.443 -1.901 0.104 0.22
C 0.291 -0.903 -0.304 -0.39
H 2.047 -0.182 0.888 0.19
C -1.465 0.509 -0.871 0.25
H 1.542 0.937 -0.415 0.19



Computed energies relative to the best structure, in eV: *i* 6.869; *ii* 0.000; *iii* 1.392



*i*
12
Properties=species:S:1:pos:R:3:nbo_charge:R:1 method="wB97M-V/def2-TZVPD" orbital_gap_ev=10.35 smiles=N1[C@H]2[C@@H]1[C@H]1N[C@@H]21 charge=0
H 1.482 0.006 -1.556 0.21
C -0.525 0.747 -0.571 -0.13
H -0.305 1.655 1.266 0.37
H -0.983 1.262 -1.399 0.20
C 0.876 0.035 -0.664 -0.08
H 0.550 -2.212 0.011 0.22
C -0.993 -0.421 0.164 -0.04
C 0.373 -1.138 0.107 -0.14
H -1.891 -1.007 -0.072 0.23
H 0.984 0.300 1.346 0.34
N 1.411 -0.293 0.634 -0.55
N -0.979 1.066 0.734 -0.63



*ii*
12
Properties=species:S:1:pos:R:3:nbo_charge:R:1 method="wB97M-V/def2-TZVPD" orbital_gap_ev=9.23 charge=0
H 2.915 0.257 -0.377 0.40
N 2.346 -0.418 0.083 -0.83
H 2.426 -1.410 -0.264 0.41
C -0.770 -1.397 0.050 -0.34
C -1.501 -0.294 0.043 -0.30
H -1.036 1.867 -0.908 0.22
H -0.949 -2.481 0.328 0.23
H -1.484 1.766 0.863 0.20
H -2.606 -0.096 0.006 0.21
N 0.493 1.040 0.135 -0.50
C 1.094 -0.032 0.067 0.54
C -0.927 1.198 -0.026 -0.24



*iii*
12
Properties=species:S:1:pos:R:3:nbo_charge:R:1 method="wB97M-V/def2-TZVPD" orbital_gap_ev=9.45 charge=0
C 1.343 0.374 0.540 -0.02
H 2.345 0.720 0.870 0.22
C -0.843 -0.238 0.566 -0.52
C 0.411 0.002 1.396 -0.27
H 0.458 -0.014 2.485 0.23
H -1.666 0.557 0.659 0.24
H 1.651 0.199 -1.583 0.40
C -0.379 -0.030 -0.894 0.45
H -1.864 -0.639 -1.919 0.34
N -0.910 -0.277 -2.046 -0.69
H -1.422 -1.212 0.703 0.24
N 0.875 0.561 -0.777 -0.61



*iv*
12
Properties=species:S:1:pos:R:3:nbo_charge:R:1 method="wB97M-V/def2-TZVPD" orbital_gap_ev=8.52 charge=0
N 0.054 -1.316 -0.532 -0.53
N -1.854 -1.532 -0.214 -0.15
C -1.972 -0.348 0.312 -0.03
C -0.875 0.525 0.427 -0.46
H -3.007 -0.206 0.641 0.25
H 1.768 1.139 0.852 0.23
H -0.903 1.520 0.838 0.23
H 2.467 0.009 -0.330 0.22
H 1.559 1.439 -0.876 0.24
C 1.597 0.644 -0.115 -0.65
C 0.264 -0.097 -0.082 0.26
H 0.902 -1.777 -0.921 0.40



Computed energies relative to the best structure, in eV: *i* 3.364; *ii* 2.928; *iii* 0.000; *iv* 1.555